[1]
C38H40Br3N3O8PSTeY | wB97M-V/def2-TZVPD

```
96
Properties=species:S:1:pos:R:3:mulliken_charge:R:1
Y -0.8982 0.9952 0.6795 0.264
C -0.3973 0.3509 4.5884 -0.749
O -0.3146 -0.3649 3.3579 0.529
C -0.1442 -1.7077 3.4436 -0.217
C -0.1451 -2.4218 4.6312 -0.659
C 0.0532 -3.7939 4.6001 -0.583
Br -0.0197 -4.7547 6.2276 -0.217
C 0.2935 -4.4640 3.4215 -0.638
C 0.2849 -3.7459 2.2274 -0.052
C 0.0271 -2.3820 2.2293 0.750
O -0.0751 -1.6983 1.0373 0.315
C 0.6255 -4.4356 0.9717 0.073
N 1.7405 -5.0830 0.7841 -0.755
C 1.6875 -5.5325 -0.5222 0.839
C 2.6310 -6.2424 -1.2610 -0.899
C 2.3165 -6.5632 -2.5677 -0.475
C 1.0919 -6.1923 -3.1391 -0.531
C 0.1499 -5.4763 -2.4251 -0.929
C 0.4696 -5.1442 -1.1147 0.499
N -0.1834 -4.4340 -0.1352 0.173
H 0.4887 0.1717 5.2003 0.409
H -1.3009 0.0774 5.1367 0.372
H -0.4421 1.3976 4.3156 -0.150
H -0.2903 -1.9287 5.5801 0.596
H 0.4853 -5.5268 3.4045 0.582
H 0.7406 -1.1528 0.8830 0.310
H 3.5803 -6.5141 -0.8197 0.467
H 3.0249 -7.1219 -3.1658 0.407
H 0.8838 -6.4667 -4.1653 0.409
H -0.7972 -5.1919 -2.8669 0.459
H -1.0782 -3.9812 -0.1934 0.211
Te -3.1368 0.0326 2.1321 -0.323
C -4.7491 1.1221 1.2909 0.284
C -6.0851 0.9607 1.5128 -0.556
C -6.8916 1.9226 0.8422 -0.425
C -6.1626 2.8095 0.1193 -0.699
S -4.4778 2.4854 0.2661 0.083
H -6.4781 0.1697 2.1360 0.403
H -7.9703 1.9510 0.9103 0.381
H -6.5075 3.6363 -0.4809 0.394
Br 2.4187 3.6543 3.5070 -0.168
C 0.8292 4.6758 3.6608 0.197
C 0.8865 5.7567 4.5290 -0.614
C -0.2062 6.5940 4.6734 -0.490
C -1.3521 6.3842 3.9256 -0.664
C -1.4094 5.3180 3.0494 -0.600
C -0.3379 4.4364 2.9129 0.405
C -0.5899 3.2595 2.0153 1.373
O 0.0002 2.1528 2.2359 -0.335
O -1.4517 3.3473 1.1130 -0.665
H 1.7905 5.9340 5.0947 0.426
H -0.1523 7.4215 5.3689 0.376
H -2.1998 7.0474 4.0350 0.393
H -2.2916 5.1258 2.4529 0.464
C 0.0718 -2.0208 -3.1886 -1.407
C 1.2750 -1.1984 -2.7429 1.643
C 2.0290 -0.6874 -3.9681 -1.600
C 2.1952 -2.0203 -1.8447 -1.005
O 0.6963 -0.0841 -2.0126 1.185
P 1.3892 0.9280 -0.9772 -0.423
O 1.4489 0.2572 0.3805 -1.014
O 0.4520 2.1077 -0.9403 -0.506
O 2.8321 1.1762 -1.5542 0.219
C 3.5421 2.4533 -1.5817 1.752
C 4.9850 2.0729 -1.8891 -1.830
C 2.9545 3.3117 -2.6960 -1.624
C 3.4440 3.1482 -0.2292 -1.600
H 0.4099 -2.9261 -3.6910 0.485
H -0.5457 -1.4407 -3.8767 0.363
H -0.5343 -2.2966 -2.3230 0.079
H 2.3848 -1.5378 -4.5498 0.471
H 2.8833 -0.0859 -3.6662 0.171
H 1.3687 -0.0800 -4.5900 0.309
H 2.6210 -2.8533 -2.4044 0.584
H 1.6449 -2.4175 -0.9915 -0.096
H 3.0071 -1.3947 -1.4723 0.165
H 5.0491 1.6012 -2.8704 0.383
H 5.3470 1.3692 -1.1393 0.394
H 5.6161 2.9608 -1.8790 0.437
H 3.0206 2.7833 -3.6486 0.340
H 3.5068 4.2478 -2.7751 0.497
H 1.9069 3.5277 -2.4847 0.243
H 3.7543 2.4667 0.5641 0.384
H 2.4188 3.4612 -0.0318 0.347
H 4.0926 4.0232 -0.2151 0.518
Br -4.3261 -0.3757 -5.5671 -0.143
C -3.5019 -0.0045 -3.9088 0.009
C -2.4902 0.9344 -3.8255 -0.701
C -1.9089 1.1618 -2.5903 -0.725
N -2.2647 0.5005 -1.4835 0.692
C -3.2580 -0.3860 -1.5826 -0.626
C -3.9140 -0.6694 -2.7663 -0.897
H -2.1572 1.4835 -4.6944 0.486
H -1.1303 1.9026 -2.4811 0.676
H -3.5554 -0.8862 -0.6677 0.414
H -4.7237 -1.3833 -2.7897 0.501
```

[2]
C38H40CaN10O8S | wB97M-V/def2-TZVPD

```
98
Properties=species:S:1:pos:R:3:mulliken_charge:R:1
Ca 0.1435 -0.1807 0.2497 2.137
O -4.4739 -0.2284 0.4294 -0.511
C -3.1232 0.0712 0.4306 -0.440
O -2.2356 -0.9451 0.0618 -0.097
C -2.6184 1.1970 1.0021 0.301
C -3.4431 2.2175 1.6165 -1.224
C -2.8625 3.2900 2.2063 -1.388
C -1.4517 3.4303 2.2057 -1.403
C -0.7257 2.4482 1.5500 1.051
N -1.2591 1.3949 0.9448 1.516
C 0.7399 2.4551 1.3841 0.142
O 1.4615 3.4239 1.9633 -0.586
O 1.3002 1.6217 0.7102 0.118
H -4.7064 -0.7548 1.2080 0.326
H -4.5149 2.0911 1.5980 0.632
H -3.4625 4.0490 2.6863 0.452
H -0.9959 4.2740 2.7047 0.366
H 0.8973 4.0560 2.4312 0.312
N -2.7707 -5.0507 -5.1612 -0.563
C -2.7688 -4.4206 -4.2016 -0.089
C -2.7273 -3.5994 -3.0596 0.348
C -1.7260 -3.7765 -2.0928 -0.548
C -1.6260 -2.8965 -1.0420 -0.228
C -2.4995 -1.8005 -0.9364 0.533
C -3.5575 -1.6907 -1.8493 -0.074
C -3.6619 -2.5734 -2.9018 -1.063
H -1.0417 -4.6102 -2.1794 0.514
H -0.8617 -3.0051 -0.2783 0.545
H -4.2955 -0.9142 -1.7393 0.282
H -4.4627 -2.4686 -3.6207 0.529
N -0.9536 0.6363 -1.8496 0.057
C -1.7278 1.4901 -1.9091 -0.113
N -2.5868 2.4441 -2.0865 0.436
C -2.1977 3.8299 -2.2650 -0.191
C -2.9861 4.3814 -3.4612 -0.763
O -4.3730 4.2328 -3.2684 -0.402
C -4.7319 2.8784 -3.0997 -0.770
C -4.0143 2.2655 -1.8933 0.171
H -1.1239 3.9017 -2.4417 0.157
H -2.4491 4.3985 -1.3595 0.222
H -2.6753 3.8517 -4.3756 0.362
H -2.8064 5.4504 -3.5880 0.377
H -4.4822 2.3087 -4.0080 0.377
H -5.8129 2.8656 -2.9546 0.365
H -4.2427 1.2071 -1.7910 -0.296
H -4.3225 2.7797 -0.9749 0.239
O 3.7188 -1.6118 2.7707 -0.775
S 2.9506 -0.4825 2.3163 1.278
O 3.6144 0.3645 1.3629 -0.604
N 1.4925 -0.9809 1.7862 -0.668
C 0.5277 -0.6558 2.6226 0.548
O -0.6584 -0.9101 2.4015 -0.546
C 0.9797 0.1540 3.7915 0.085
C 0.1858 0.6943 4.7910 -0.469
C 0.7900 1.5047 5.7408 -0.679
C 2.1532 1.7659 5.6854 -0.532
C 2.9471 1.2193 4.6821 -0.753
C 2.3361 0.4227 3.7420 0.452
H -0.8760 0.4909 4.8030 0.544
H 0.1960 1.9410 6.5328 0.409
H 2.5991 2.4107 6.4285 0.417
H 4.0060 1.4150 4.6243 0.530
C 1.7507 2.8677 -2.1011 0.042
N 2.2495 1.5163 -2.3087 1.247
C 2.0677 1.1720 -3.7124 -0.778
N 2.7573 2.1065 -4.6003 0.121
C 2.2364 3.4430 -4.3422 -0.665
N 2.4202 3.8496 -2.9531 0.106
C 3.8484 3.7944 -2.6440 -0.649
N 4.4035 2.4661 -2.8593 0.097
C 3.6816 1.5171 -2.0111 -0.830
C 4.1762 2.0969 -4.2491 -0.738
H 1.9104 3.1454 -1.0580 0.890
H 0.6796 2.8782 -2.3254 -1.570
H 0.9978 1.1843 -3.9450 -0.088
H 2.4641 0.1684 -3.8892 0.259
H 1.1655 3.4554 -4.5732 0.249
H 2.7516 4.1563 -4.9929 0.390
H 3.9892 4.0734 -1.5973 0.335
H 4.3729 4.5103 -3.2834 0.360
H 3.8220 1.7732 -0.9590 0.202
H 4.0808 0.5145 -2.1871 0.198
H 4.5710 1.0920 -4.4191 0.343
H 4.7037 2.8022 -4.8979 0.338
C 3.6835 -3.9059 -3.9179 -1.572
C 2.8374 -3.0231 -3.0588 1.070
C 1.6043 -2.5285 -3.4736 -1.169
C 0.8626 -1.7393 -2.6075 -0.637
N 1.2656 -1.4154 -1.3838 0.302
C 2.4569 -1.8568 -0.9943 -0.836
C 3.2643 -2.6557 -1.7859 -0.882
H 3.1569 -4.2151 -4.8164 0.388
H 3.9800 -4.7902 -3.3566 0.368
H 4.5936 -3.3846 -4.2132 0.317
H 1.2196 -2.7611 -4.4569 0.426
H -0.0987 -1.3488 -2.9155 0.412
H 2.7857 -1.5640 -0.0098 0.081
H 4.2148 -3.0036 -1.4087 0.519
```

For the records above, the corresponding HOMO-LUMO gap values read 7.15 6.38 eV.
For the records above, the corresponding maximum force values read 1.60 2.87 eV/Å.
For the records above, the corresponding relative energy (zero: lowest compared OMol25 entry of this formula, charge and spin) values read 0.849 1.518 eV.